[1]
Here is a structure of composition C12H20ClI2InOP2 from the Open Molecules 2025 dataset. Energies are from ωB97M-V/def2-TZVPD.

HOMO energy (spin up / spin down) = -15.05 / -15.05 eV
LUMO level (spin up / spin down) = -11.337 / -11.348 eV
max |F| = 3.24 eV Å⁻¹
charge = +2
orbital gap (spin up / spin down) = 0.1364 / 0.1360 hartree

XYZ file:
```
39
Properties=species:S:1:pos:R:3:nbo_charge:R:1
I -1.53970 -1.68286 -1.57986 0.073
I -1.61449 2.20368 -1.49602 0.012
In 0.63722 0.26938 -0.72795 0.900
P 0.17656 0.24257 -3.55587 1.203
C -1.44031 0.24057 -4.42264 -0.969
C 1.01102 1.64009 -4.38845 -0.961
H 2.00589 -1.28643 -3.90267 0.278
H 1.16416 -0.87978 -5.44185 0.283
H 0.43590 -2.06079 -4.27541 0.270
C 1.02933 -1.14546 -4.38253 -0.968
H 1.98502 1.79926 -3.90937 0.276
H 1.14995 1.36943 -5.44557 0.285
H -1.25073 0.22852 -5.50586 0.276
H -2.00050 1.13694 -4.13089 0.268
H 0.40006 2.54468 -4.28881 0.272
H -2.01260 -0.64587 -4.12115 0.265
C -4.00872 0.24497 -0.43014 0.473
O -4.67444 0.32810 -1.35268 -0.465
Cl 2.96248 0.06612 -1.11943 -0.397
C -1.84149 -0.96958 1.93776 -0.954
P -0.45003 0.19817 1.68443 1.035
C -1.15510 1.78080 2.22982 -0.953
C 0.71472 -0.25302 3.00681 -0.419
C 1.80252 -1.08055 2.65868 -0.195
C 2.67966 -1.51394 3.65398 -0.186
C 2.50812 -1.09553 4.97884 -0.150
C 1.41798 -0.28768 5.31456 -0.197
C 0.52271 0.14461 4.33717 -0.135
H -2.65118 -0.73499 1.23285 0.264
H -2.20750 -0.89330 2.97179 0.285
H -1.49905 -1.99378 1.75311 0.264
H -1.62722 1.66528 3.21344 0.277
H -0.33878 2.51246 2.28324 0.270
H -1.89558 2.12608 1.49835 0.261
H 1.95682 -1.37982 1.61450 0.208
H 3.50361 -2.18170 3.39427 0.243
H 3.20943 -1.42635 5.74823 0.249
H 1.26050 0.00079 6.34985 0.246
H -0.32626 0.76890 4.61549 0.214
```

[2]
Here is a cluster of 4 separate species, C27H59B3IN6O16PS in total from the Open Molecules 2025 dataset. Energies are from ωB97M-V/def2-TZVPD.

HOMO energy = -8.19 eV
LUMO level = 0.041 eV
max |F| = 0.70 eV Å⁻¹
orbital gap = 0.3024 hartree

XYZ file:
```
114
Properties=species:S:1:pos:R:3:lowdin_charge:R:1
C 2.81541 -3.24559 2.29660 -0.119
C 3.57398 -3.96880 1.17501 -0.247
C 3.19448 -3.49632 -0.23634 -0.204
C 3.14898 -1.97180 -0.34808 -0.250
N 2.84317 -1.42702 -1.66031 -0.028
N 1.55156 -1.81820 -2.10579 -0.157
C 1.61741 -2.90376 -3.08227 -0.453
S 0.29555 -4.14504 -2.96944 0.874
C -0.84991 -3.65886 -4.29432 -0.543
C -0.81720 -4.62028 -5.47769 -0.166
C 0.74653 -0.67061 -2.57314 -0.182
B 1.67054 0.30354 -3.46302 -0.459
C 2.62324 1.43823 -2.96610 0.015
O 1.65265 0.08136 -4.83130 0.140
C -0.05579 0.07996 -1.45211 -0.341
C -0.82568 1.16550 -2.22368 -0.061
C -2.13519 1.78732 -1.70791 -0.642
N -2.05365 2.11749 -0.27904 0.131
N -3.23528 0.87547 -1.92960 0.095
N -2.31333 2.99232 -2.53725 0.084
O 0.94787 0.48830 -0.51287 -0.159
C 1.04708 1.65692 0.29562 -0.477
I 2.87044 1.19701 1.47626 1.166
B 1.38095 3.06782 -0.42990 -0.690
N 2.73983 3.62056 -0.56640 0.116
O 0.30304 3.77756 -0.91879 0.135
B 0.18594 1.78315 1.62241 -0.732
O -0.44204 0.65964 2.10521 0.097
C 0.20470 3.11897 2.49827 -0.158
C -0.93712 4.12968 2.27042 -0.087
P -1.15530 -1.25755 -0.75972 0.569
O -1.79557 -1.99560 -1.86653 -0.287
O -0.20161 -2.14245 0.19415 -0.124
O -2.23122 -0.69533 0.28532 -0.128
H 3.30115 -2.31304 2.59221 0.065
H 1.78309 -3.02946 2.00302 0.061
H 2.77570 -3.87706 3.18935 0.060
H 4.65243 -3.85581 1.32308 0.106
H 3.35470 -5.03795 1.24900 0.101
H 3.93329 -3.88216 -0.94859 0.109
H 2.21279 -3.90980 -0.49472 0.096
H 4.12172 -1.55785 -0.05087 0.114
H 2.41600 -1.56420 0.34751 0.047
H 3.56127 -1.63895 -2.34628 0.129
H 1.64477 -2.54471 -4.12073 0.090
H 2.53330 -3.46438 -2.90173 0.068
H -1.83954 -3.59145 -3.84245 0.031
H -0.55994 -2.65646 -4.61603 0.059
H 0.16658 -4.60087 -5.95257 0.067
H -1.55988 -4.33222 -6.22670 0.071
H -1.00732 -5.64557 -5.15576 0.061
H -0.01080 -1.10307 -3.23324 0.105
H 2.07714 2.39081 -3.00771 0.068
H 3.45853 1.55020 -3.66694 0.082
H 3.02151 1.28376 -1.96396 0.056
H 0.78509 -0.17865 -5.15355 0.098
H -1.07032 0.73369 -3.20017 0.131
H -0.14808 1.99131 -2.43385 0.107
H -2.19622 3.11145 -0.17217 0.065
H -2.78587 1.64236 0.23350 0.081
H -3.29667 0.64223 -2.91351 0.090
H -4.10888 1.31836 -1.66506 0.086
H -3.23206 3.38467 -2.36271 0.076
H -1.61370 3.68468 -2.29742 0.055
H 2.81830 4.48115 -0.02281 0.053
H 2.89178 3.90784 -1.53131 0.071
H 0.62332 4.54135 -1.41397 0.122
H -0.87275 0.85749 2.94550 0.092
H 1.17571 3.62106 2.43541 0.083
H 0.13856 2.77746 3.54143 0.104
H -0.64382 5.11561 2.64421 0.047
H -1.18347 4.25891 1.21836 0.046
H -1.82980 3.85483 2.83702 0.081
H -0.62828 -3.00195 0.31673 0.090
H -2.05797 -1.03468 1.16824 0.070
C 0.30466 -3.23797 5.45344 -0.011
C -0.39039 -1.94492 5.12520 -0.318
C 0.50268 -0.75737 4.84128 -0.088
O -0.33875 0.34285 5.22184 0.041
C -1.20734 -0.10663 6.16716 -0.562
O -1.91929 0.59100 6.80966 0.171
O -1.14251 -1.45324 6.25547 0.089
H -0.40932 -3.96611 5.83626 0.091
H 0.77240 -3.64384 4.55681 0.072
H 1.07147 -3.08366 6.21336 0.094
H -1.10202 -2.08620 4.30454 0.157
H 0.78688 -0.65439 3.79609 0.115
H 1.39561 -0.75842 5.47047 0.145
C 1.72314 7.82109 4.76943 -0.016
C 2.01975 8.13915 3.32890 -0.320
C 0.87050 7.97038 2.35581 -0.085
O 1.55257 7.65567 1.13409 0.064
C 2.73820 7.08745 1.45775 -0.562
O 3.46641 6.55826 0.67972 0.157
O 2.97317 7.20531 2.77934 0.092
H 2.64690 7.77130 5.34371 0.091
H 1.08848 8.59604 5.19926 0.093
H 1.21704 6.85897 4.85884 0.089
H 2.45502 9.13778 3.23068 0.159
H 0.26152 8.85977 2.22059 0.140
H 0.23635 7.12288 2.62525 0.114
C -4.44803 -3.61124 -2.58529 -0.024
C -4.73688 -4.96771 -2.01089 -0.320
C -3.80401 -6.07798 -2.44869 -0.093
O -4.63736 -7.23811 -2.34066 0.060
C -5.92510 -6.83924 -2.49247 -0.570
O -6.84670 -7.57503 -2.62774 0.163
O -6.00346 -5.49026 -2.46897 0.083
H -5.27163 -2.92480 -2.38953 0.092
H -3.53873 -3.19931 -2.14511 0.051
H -4.31636 -3.67316 -3.66800 0.089
H -4.78522 -4.92494 -0.91821 0.158
H -2.92274 -6.19545 -1.82355 0.138
H -3.50271 -5.96046 -3.49325 0.134
```

[3]
Here is an isolated molecule of C16H27NO from the Open Molecules 2025 dataset. Energies are from ωB97M-V/def2-TZVPD.

HOMO energy = -8.32 eV
LUMO level = 0.764 eV
SMILES string = CCCC[C@H](CC)CNC[C@@H](O)c1ccccc1
max |F| = 0.79 eV Å⁻¹
orbital gap = 0.3337 hartree
ΔE to the lowest compared entry with this formula, charge and spin = 13.5 kcal per mole

XYZ file:
```
45
Properties=species:S:1:pos:R:3:nbo_charge:R:1
C 2.05590 -2.81467 1.98854 -0.609
C 1.58853 -2.25053 0.65207 -0.396
C 0.07903 -2.36837 0.43553 -0.400
C -0.78621 -1.68337 1.49723 -0.382
H -0.61441 -2.18028 2.45377 0.200
H -1.83634 -1.84165 1.23740 0.202
C -0.55356 -0.17656 1.68239 -0.232
C -1.24408 0.28728 2.97201 -0.380
C -0.87077 1.70514 3.38547 -0.613
H 0.19660 1.77270 3.58448 0.194
H -1.40601 1.98574 4.29024 0.200
H -1.11582 2.40545 2.59365 0.231
H -0.97227 -0.39701 3.78069 0.194
H -2.32625 0.22022 2.83840 0.191
C -1.05322 0.59728 0.45730 -0.210
N -0.49841 1.94061 0.40138 -0.645
H 0.51643 1.89427 0.45351 0.362
C -0.86861 2.71596 -0.76130 -0.224
H -1.86802 2.42612 -1.09072 0.200
C 0.12633 2.60819 -1.94870 0.066
C 0.17338 1.21098 -2.51243 -0.051
C -0.89441 0.74062 -3.26920 -0.165
C -0.88480 -0.54922 -3.76560 -0.224
C 0.19693 -1.38031 -3.52233 -0.223
C 1.26969 -0.91137 -2.78464 -0.205
C 1.25825 0.37706 -2.27961 -0.217
H 2.09311 0.74855 -1.70691 0.232
H 2.11971 -1.55119 -2.59899 0.215
H 0.20354 -2.38803 -3.91101 0.214
H -1.72178 -0.90706 -4.34738 0.213
H -1.73639 1.38943 -3.46665 0.200
O 1.41944 2.98932 -1.52535 -0.722
H 1.36231 3.86195 -1.12108 0.475
H -0.22513 3.29267 -2.74120 0.169
H -0.90404 3.77298 -0.45895 0.182
H -0.81929 0.02327 -0.45039 0.180
H -2.14269 0.69882 0.51236 0.182
H 0.51961 0.00623 1.79131 0.190
H -0.18847 -3.42853 0.42570 0.198
H -0.15703 -1.96853 -0.55305 0.209
H 2.08583 -2.79541 -0.15413 0.199
H 1.89258 -1.20599 0.56882 0.193
H 1.71249 -3.84004 2.10957 0.201
H 1.67568 -2.22331 2.81726 0.200
H 3.14262 -2.80943 2.04052 0.209
```

[4]
Here is a cluster of 3 separate species, C3H12O3 in total from the Open Molecules 2025 dataset. Energies are from ωB97M-V/def2-TZVPD.

HOMO energy = -10.23 eV
LUMO level = 0.519 eV
SMILES string = CC(C)O.O.O
max |F| = 2.40 eV Å⁻¹
orbital gap = 0.3950 hartree
ΔE to the lowest compared entry with this formula, charge and spin = 12.5 kcal per mole

XYZ file:
```
18
Properties=species:S:1:pos:R:3:nbo_charge:R:1
O 5.41519 0.79389 2.30049 -0.940
H 5.36773 -0.07206 1.89539 0.465
H 5.22795 1.40340 1.58658 0.474
O 4.43389 1.82357 -1.57385 -0.940
H 3.74420 1.24882 -1.90584 0.470
H 5.02923 1.93683 -2.31476 0.470
C -3.67195 -1.03844 0.20629 -0.642
C -2.56497 -0.03905 0.01728 0.089
C -1.14455 -0.60622 0.26488 -0.638
O -2.63660 0.36624 -1.34157 -0.703
H -3.78526 -1.91580 -0.43047 0.211
H -4.57215 -0.42545 0.25079 0.220
H -3.53864 -1.51741 1.17631 0.206
H -2.62692 0.76441 0.75125 0.183
H -0.92477 -0.95157 1.27509 0.212
H -0.39717 0.14271 0.00297 0.216
H -0.88481 -1.43719 -0.39098 0.192
H -2.47039 -0.47669 -1.76986 0.455
```

[5]
Here is a structure of composition C16H44IMgN4O4 from the Open Molecules 2025 dataset. Energies are from ωB97M-V/def2-TZVPD.

HOMO energy = -10.33 eV
LUMO level = -1.965 eV
max |F| = 3.17 eV Å⁻¹
charge = +1
orbital gap = 0.3074 hartree

XYZ file:
```
70
Properties=species:S:1:pos:R:3:nbo_charge:R:1
Mg 1.30326 -0.24988 -1.18789 1.690
I 2.39439 -0.12964 -3.64972 -0.824
C 0.21172 3.24312 -2.43157 -0.626
C 0.07086 2.68478 -1.01092 -0.056
C -1.11664 3.31392 -0.30748 -0.080
O -1.30151 2.70050 0.94264 -0.580
C -2.23474 3.39803 1.76433 -0.248
N -0.11377 1.16802 -1.05672 -0.998
H 1.23922 3.16803 -2.78096 0.244
H -0.06350 4.30140 -2.44918 0.217
H -0.43466 2.72627 -3.14103 0.219
H 0.98834 2.88000 -0.45646 0.192
H -2.04988 3.26477 -0.88802 0.172
H -0.87221 4.38308 -0.21757 0.188
H -2.11407 3.01480 2.77354 0.195
H -3.25977 3.24351 1.41196 0.179
H -2.02974 4.47110 1.73583 0.187
H -0.57626 1.05852 -0.14012 0.410
H -0.94619 1.03319 -1.64577 0.409
C -0.65245 -3.20056 -3.22831 -0.630
C -0.90044 -1.84109 -2.61411 -0.092
C -2.36892 -1.55753 -2.43171 -0.076
O -2.49646 -0.25157 -1.87753 -0.581
C -3.82355 0.24335 -1.96747 -0.251
N -0.15127 -1.71949 -1.29464 -0.973
H -1.40751 -3.43835 -3.98310 0.232
H -0.76539 -3.98436 -2.46816 0.198
H 0.31459 -3.31822 -3.71209 0.245
H -0.48712 -1.10495 -3.30889 0.236
H -2.87954 -2.26165 -1.75723 0.172
H -2.85355 -1.57604 -3.41446 0.198
H -4.52271 -0.39727 -1.41637 0.177
H -4.16736 0.22542 -3.01055 0.185
H -3.82968 1.27229 -1.62291 0.196
H 0.18313 -2.64026 -1.03273 0.381
H -0.89511 -1.51938 -0.62399 0.412
C 4.43390 0.31201 1.71443 -0.628
C 3.72270 -0.10940 0.44938 -0.074
C 3.46897 -1.61219 0.40111 -0.077
O 2.60423 -1.87209 -0.70117 -0.615
C 2.64535 -3.26710 -0.98667 -0.255
N 2.41987 0.63791 0.29221 -1.008
H 5.35054 -0.26917 1.84609 0.230
H 3.78582 0.03140 2.54859 0.208
H 4.69699 1.36491 1.71665 0.230
H 4.25933 0.13731 -0.47199 0.222
H 2.97632 -1.92724 1.32794 0.173
H 4.46632 -2.03278 0.26778 0.209
H 1.83349 -3.55387 -1.65419 0.196
H 2.46484 -3.83007 -0.06355 0.180
H 3.58179 -3.55020 -1.46120 0.212
H 2.74263 1.61300 0.29120 0.391
H 1.96601 0.73251 1.23079 0.431
C -0.86415 -0.06099 4.27076 -0.631
C 0.17509 -0.29747 3.18449 -0.083
C -0.29474 -1.21861 2.06634 -0.066
O -1.14819 -0.58687 1.13034 -0.587
C -2.53534 -0.68941 1.41324 -0.255
N 0.62724 0.98115 2.58007 -0.866
H -1.09251 -0.96197 4.84358 0.224
H -1.78398 0.38649 3.89115 0.206
H -0.45088 0.64546 4.99636 0.219
H 1.02876 -0.79167 3.66060 0.196
H -0.80082 -2.08009 2.52051 0.191
H 0.54980 -1.63494 1.50677 0.177
H -2.98301 0.28991 1.22307 0.197
H -2.74282 -1.06211 2.41139 0.193
H -3.04286 -1.33499 0.68300 0.179
H 0.71422 1.66390 3.33031 0.371
H -0.16641 1.34343 2.03998 0.390
```